Entry 1:
{"formula": "C51H43AlAs2BrO2P", "method": "ωB97M-V/def2-TZVPD", "symbols": ["Br", "As", "As", "P", "Al", "O", "O", "C", "C", "C", "C", "C", "C", "C", "C", "C", "C", "C", "C", "C", "C", "C", "C", "C", "C", "C", "C", "C", "C", "C", "C", "C", "C", "C", "C", "C", "C", "C", "C", "C", "C", "C", "C", "C", "C", "C", "C", "C", "C", "C", "C", "C", "C", "C", "C", "C", "C", "C", "H", "H", "H", "H", "H", "H", "H", "H", "H", "H", "H", "H", "H", "H", "H", "H", "H", "H", "H", "H", "H", "H", "H", "H", "H", "H", "H", "H", "H", "H", "H", "H", "H", "H", "H", "H", "H", "H", "H", "H", "H", "H", "H"], "positions_angstrom": [[7.918, -0.319, -3.989], [0.596, -0.625, 2.266], [-0.990, -2.386, -0.202], [-0.590, 1.755, -1.103], [0.397, -0.312, -0.429], [2.234, -0.131, -0.175], [1.331, -0.575, -2.073], [-1.305, -3.748, -1.493], [-1.785, -5.761, -3.313], [-1.635, 2.571, -4.946], [-1.819, -1.064, 6.285], [-1.856, 0.194, -4.650], [0.906, 3.899, -0.143], [3.459, -0.589, 2.722], [-1.978, 1.322, -5.448], [-0.595, -1.695, 6.108], [-0.451, -0.794, 3.882], [-2.736, -1.666, 0.200], [-1.100, 1.570, -2.820], [-4.420, -0.945, 1.758], [0.094, -1.557, 4.914], [0.969, -2.512, 1.893], [2.013, 4.737, -0.141], [-2.990, 2.800, 1.995], [-1.668, -0.149, 4.067], [-3.889, 3.678, 1.408], [-2.830, 3.355, -0.728], [-2.352, -0.286, 5.269], [6.222, -0.328, -3.200], [-4.787, -0.703, -0.604], [-1.190, 2.697, -3.642], [-2.280, -4.701, -1.210], [-3.810, 3.953, 0.049], [5.116, -0.660, -3.978], [3.864, -0.666, -3.395], [-0.820, -4.804, -3.587], [3.009, 4.576, -1.091], [4.846, -0.013, -1.269], [-1.416, 0.320, -3.342], [1.805, 2.740, -2.066], [-2.013, 2.194, 1.219], [-3.177, -1.514, 1.508], [0.801, 2.901, -1.107], [-2.512, -5.713, -2.129], [-3.553, -1.277, -0.861], [-0.312, -3.217, 1.443], [2.258, 0.081, 2.927], [2.906, 3.579, -2.054], [-0.572, -3.788, -2.673], [-1.926, 2.469, -0.141], [3.399, 1.776, 4.186], [4.599, 1.107, 3.990], [2.224, 1.263, 3.657], [6.098, -0.002, -1.853], [3.733, -0.347, -2.042], [4.630, -0.072, 3.260], [-5.218, -0.529, 0.705], [2.421, -0.357, -1.434], [-2.352, -1.174, 7.219], [-3.264, -6.462, -1.923], [-6.185, -0.087, 0.901], [-0.257, -4.847, -4.510], [-0.883, 3.668, -3.273], [-2.325, 1.229, -6.468], [3.865, 5.237, -1.090], [-4.764, -0.839, 2.779], [-1.307, -0.578, -2.740], [-1.976, -6.552, -4.026], [3.498, -1.506, 2.148], [0.129, 4.032, 0.599], [1.289, 1.785, 3.832], [1.716, 1.981, -2.834], [-2.092, -0.785, -5.047], [3.376, 2.693, 4.759], [-0.168, -2.287, 6.907], [-4.652, 4.153, 2.009], [5.512, 1.502, 4.415], [-1.095, -3.191, 2.198], [2.091, 5.521, 0.600], [4.726, 0.242, -0.225], [-2.787, 3.571, -1.784], [1.419, -2.998, 2.759], [6.975, 0.257, -1.278], [-3.252, -1.439, -1.889], [-1.705, 3.448, -5.575], [1.709, -2.535, 1.086], [-4.510, 4.638, -0.408], [-5.422, -0.403, -1.427], [5.242, -0.910, -5.022], [-3.300, 0.216, 5.410], [-2.862, -4.658, -0.296], [3.678, 3.463, -2.803], [1.066, -2.025, 4.807], [-0.115, -4.263, 1.201], [0.186, -3.042, -2.885], [-2.576, -1.839, 2.343], [2.989, -0.916, -3.979], [-2.100, 0.454, 3.281], [5.564, -0.598, 3.115], [-1.301, 1.519, 1.679], [-3.047, 2.593, 3.056]], "mulliken_charge": [-0.112, 1.519, 1.073, 2.696, 0.355, -0.422, -0.027, 0.621, -0.536, -0.875, -0.754, -1.205, -0.734, -0.517, -0.726, -0.724, 1.178, 0.374, -0.053, -0.854, -1.074, -1.332, -0.828, -0.878, -0.008, -0.835, -0.817, -0.589, 0.015, -0.812, -0.581, -0.761, -0.788, -0.750, -0.385, -0.852, -0.713, -0.348, 0.605, -0.671, 0.142, -0.380, 0.326, -0.808, -0.245, -1.375, 0.605, -0.728, -0.108, 0.950, -0.757, -0.576, -0.658, -0.686, 0.257, -0.766, -0.731, 0.491, 0.419, 0.425, 0.467, 0.452, 0.550, 0.436, 0.447, 0.507, -0.049, 0.412, 0.240, 0.482, 0.405, 0.559, 0.577, 0.458, 0.447, 0.446, 0.437, 0.513, 0.494, 0.536, 0.409, 0.847, 0.491, 0.410, 0.475, 0.660, 0.468, 0.476, 0.479, 0.496, 0.422, 0.502, 0.317, 0.683, 0.474, 0.501, 0.590, -0.042, 0.480, -0.216, 0.588], "gap_ev": 8.56, "e_tot_ha": -9748.7255, "charge": 2, "homo_ev": -13.5418, "lumo_ev": -4.98}


Entry 2:
{"formula": "C7H10N2O2Ti", "method": "ωB97M-V/def2-TZVPD", "symbols": ["Ti", "O", "O", "N", "N", "C", "C", "C", "C", "C", "C", "C", "H", "H", "H", "H", "H", "H", "H", "H", "H", "H"], "positions_angstrom": [[-0.048, -0.056, 0.103], [-1.630, 0.470, 1.144], [-1.593, 1.448, 3.065], [-0.935, 1.120, 2.105], [1.361, -0.834, 1.079], [0.432, -1.408, -1.664], [1.566, 1.241, -0.213], [2.237, 0.315, 0.799], [-1.795, -1.044, -1.090], [-0.688, -1.953, -0.938], [-1.362, 0.059, -1.899], [0.009, -0.162, -2.252], [1.452, 2.257, 0.176], [3.232, 0.001, 0.414], [2.428, 0.806, 1.774], [-0.714, -2.906, -0.403], [1.637, -1.389, 1.887], [-2.805, -1.206, -0.710], [2.047, 1.218, -1.202], [0.618, 0.489, -2.877], [1.401, -1.889, -1.805], [-1.986, 0.890, -2.236]], "mulliken_charge": [0.584, -0.460, -0.416, 0.247, -0.447, -0.348, -0.704, -0.306, -0.627, -0.366, -0.235, -0.561, 0.337, 0.304, 0.319, 0.412, 0.207, 0.425, 0.273, 0.518, 0.409, 0.435], "gap_ev": 8.76, "e_tot_ha": -1382.1082, "homo_ev": -8.6119, "lumo_ev": 0.15}


Entry 3:
{"formula": "C5H12N3O", "method": "ωB97M-V/def2-TZVPD", "symbols": ["O", "N", "N", "N", "C", "C", "C", "C", "C", "H", "H", "H", "H", "H", "H", "H", "H", "H", "H", "H", "H"], "positions_angstrom": [[0.239, 1.368, 2.408], [0.080, 0.948, -1.715], [1.161, 2.105, 0.366], [-0.210, 0.179, 0.404], [-0.402, 0.047, -0.896], [0.205, -2.299, -1.627], [-0.970, -1.282, -1.242], [-0.454, 0.724, 3.379], [0.399, 1.183, 1.103], [0.906, -2.195, -0.836], [-1.326, 0.078, 3.106], [1.733, 2.573, 1.075], [0.607, -1.919, -2.582], [0.002, 0.947, -2.758], [-0.106, -3.282, -1.600], [-1.659, -1.256, -2.093], [-1.678, -1.726, -0.345], [0.452, 1.875, -1.360], [-0.266, 1.025, 4.428], [-0.580, -0.576, 0.916], [1.865, 1.481, -0.130]], "mulliken_charge": [-0.302, -0.403, -0.749, -0.060, 0.647, -1.035, -0.715, -0.446, 0.446, 0.330, 0.237, 0.335, 0.308, 0.222, 0.390, 0.379, 0.296, 0.356, 0.273, 0.152, 0.339], "gap_ev": [7.01, 7.97], "e_tot_ha": -436.8537, "charge": 1, "homo_ev": [-10.5783, -11.5841], "lumo_ev": [-3.57, -3.61]}


Entry 4:
{"formula": "C3H8S2", "method": "ωB97M-V/def2-TZVPD", "symbols": ["S", "S", "C", "C", "C", "H", "H", "H", "H", "H", "H", "H", "H"], "positions_angstrom": [[-0.212, -2.873, -0.125], [-2.234, -2.279, -0.232], [0.908, 0.846, 1.025], [0.016, 1.316, -0.079], [0.273, 1.089, -1.396], [-2.114, -1.152, -0.978], [1.593, 1.683, 1.349], [1.193, 0.460, -1.718], [1.580, -0.075, 0.655], [-0.203, -3.039, 1.412], [0.328, 0.488, 1.856], [-0.304, 1.732, -2.047], [-0.825, 1.804, 0.279]], "mulliken_charge": [-0.218, -0.164, -0.873, 0.036, -0.748, 0.168, 0.267, 0.209, 0.193, 0.187, 0.275, 0.279, 0.389], "smiles": "C=CC.SS", "gap_ev": 9.17, "e_tot_ha": -915.4005, "homo_ev": -8.9347, "lumo_ev": 0.24}


Entry 5:
{"formula": "C29H65ClNO11", "method": "ωB97M-V/def2-TZVPD", "symbols": ["Cl", "O", "O", "O", "O", "O", "O", "O", "O", "O", "O", "O", "N", "C", "C", "C", "C", "C", "C", "C", "C", "C", "C", "C", "C", "C", "C", "C", "C", "C", "C", "C", "C", "C", "C", "C", "C", "C", "C", "C", "C", "C", "H", "H", "H", "H", "H", "H", "H", "H", "H", "H", "H", "H", "H", "H", "H", "H", "H", "H", "H", "H", "H", "H", "H", "H", "H", "H", "H", "H", "H", "H", "H", "H", "H", "H", "H", "H", "H", "H", "H", "H", "H", "H", "H", "H", "H", "H", "H", "H", "H", "H", "H", "H", "H", "H", "H", "H", "H", "H", "H", "H", "H", "H", "H", "H", "H"], "positions_angstrom": [[-3.066, -5.035, -3.348], [-6.693, -9.409, 1.345], [4.830, 3.531, 2.183], [4.371, 8.785, 1.857], [-2.580, -0.818, -2.126], [3.734, 1.515, -0.716], [4.073, 11.282, 3.616], [-3.002, -3.237, -5.202], [-7.757, -6.660, 0.497], [-6.373, -7.836, -2.006], [6.244, 3.319, -0.538], [1.851, 8.370, 3.602], [-0.917, -2.379, -2.861], [0.577, 7.832, 3.345], [-7.978, -8.860, 1.571], [1.353, -3.262, -2.205], [2.893, 7.461, 3.304], [4.331, 11.214, 2.226], [2.518, -2.497, -0.086], [-6.422, -6.567, 0.046], [0.504, -2.037, -2.498], [-8.377, -7.938, 0.444], [6.065, 1.951, -0.232], [2.683, -2.944, -1.549], [-1.707, -1.090, -3.146], [-6.123, -9.939, 2.520], [-3.820, -1.549, -2.150], [4.210, 8.183, 3.131], [-0.975, -3.399, -3.945], [-4.645, -1.191, -0.919], [3.536, -4.215, -1.571], [-6.688, -7.825, -3.379], [5.069, 1.246, -1.123], [5.298, 3.596, 3.511], [-2.394, -3.760, -4.327], [-6.281, -6.537, -1.460], [-5.276, -2.401, -0.213], [5.357, 4.576, 1.379], [4.972, 12.134, 4.288], [5.252, 4.230, -0.086], [3.675, 9.999, 1.615], [2.802, 1.239, -1.723], [4.529, -4.015, -1.175], [0.791, -3.954, -1.572], [4.999, 4.534, 3.995], [3.632, -4.630, -2.573], [5.433, 5.145, -0.652], [-6.288, -2.591, -0.559], [4.782, 5.492, 1.572], [-1.325, -2.775, -2.010], [3.699, 10.124, 0.531], [2.981, 6.740, 4.130], [6.408, 4.758, 1.631], [4.901, 13.164, 3.917], [-5.796, -7.354, 0.474], [-7.991, -8.300, 2.514], [0.387, 6.941, 3.955], [2.665, 6.910, 2.382], [4.371, 8.902, 3.936], [-3.613, -2.620, -2.132], [-7.656, -7.345, -3.559], [2.987, 1.851, -2.613], [3.219, -2.152, -2.074], [1.550, -3.780, -3.146], [-6.066, -5.606, 0.426], [-5.918, -7.305, -3.963], [0.429, -1.410, -1.609], [0.946, -1.442, -3.293], [-4.353, -1.307, -3.069], [-6.741, -8.859, -3.711], [-8.213, -8.418, -0.523], [5.221, 1.573, -2.159], [-5.298, -2.243, 0.861], [7.039, 1.493, -0.413], [5.412, 11.169, 2.042], [1.813, 1.477, -1.331], [3.934, 12.115, 1.738], [-0.458, -4.296, -3.625], [5.245, 0.162, -1.068], [-9.444, -7.736, 0.546], [1.776, -3.115, 0.418], [3.466, -2.660, 0.419], [-0.158, 8.594, 3.597], [2.631, 9.927, 1.927], [2.826, 0.172, -1.996], [-2.186, -1.171, -4.123], [6.390, 3.510, 3.551], [4.708, 12.121, 5.343], [-6.006, -9.164, 3.287], [-5.142, -10.331, 2.261], [4.858, 2.764, 4.056], [-6.733, -10.752, 2.929], [0.465, 7.569, 2.286], [5.811, 1.803, 0.820], [3.082, -4.972, -0.930], [-3.984, -0.680, -0.222], [6.005, 11.786, 4.175], [-0.484, -2.994, -4.827], [-5.293, -6.121, -1.717], [5.006, 7.436, 3.184], [4.247, 3.877, -0.327], [2.254, -1.445, 0.004], [-8.714, -9.672, 1.640], [-4.702, -3.312, -0.390], [-7.058, -5.888, -1.883], [-0.977, -0.287, -3.171], [-5.424, -0.488, -1.201]], "mulliken_charge": [-0.168, -0.260, -0.237, -0.396, -0.390, -0.301, -0.265, -0.389, -0.433, -0.290, -0.449, -0.293, 0.191, -0.766, -0.556, -1.106, -0.550, -0.576, -1.402, -0.451, -0.956, -0.421, -0.532, 0.778, -0.625, -0.760, 0.434, -0.523, -0.878, -0.507, -1.755, -0.635, -0.450, -0.700, 0.493, 0.105, -1.100, -0.216, -0.762, -0.466, -0.460, -0.533, 0.461, 0.437, 0.190, 0.408, 0.371, 0.339, 0.075, 0.572, 0.382, 0.406, 0.426, 0.317, 0.265, 0.335, 0.322, 0.356, 0.296, -0.418, 0.333, 0.460, 0.078, 0.584, 0.278, 0.179, 0.603, 0.357, 0.325, 0.239, 0.203, 0.357, 0.404, 0.399, 0.339, 0.240, 0.427, 0.609, 0.339, 0.380, 0.328, 0.474, 0.248, 0.229, -0.023, 0.473, 0.362, 0.234, 0.320, 0.231, 0.240, 0.316, 0.320, 0.231, 0.383, 0.280, 0.320, 0.383, -0.194, 0.426, 0.177, 0.287, 0.430, 0.242, 0.407, 0.458, 0.298], "gap_ev": 6.99, "e_tot_ha": -2486.1053, "charge": 1, "homo_ev": -10.4073, "lumo_ev": -3.41}


Entry 6:
{"formula": "C22H22O4", "method": "ωB97M-V/def2-TZVPD", "symbols": ["O", "O", "O", "O", "C", "C", "C", "C", "C", "C", "C", "C", "C", "C", "C", "C", "C", "C", "C", "C", "C", "C", "C", "C", "C", "C", "H", "H", "H", "H", "H", "H", "H", "H", "H", "H", "H", "H", "H", "H", "H", "H", "H", "H", "H", "H", "H", "H"], "positions_angstrom": [[-2.967, 0.176, 0.692], [-1.086, -0.042, 1.810], [3.515, -0.928, 0.759], [-1.570, -1.548, 0.178], [1.086, 0.517, -0.455], [0.948, 2.003, -2.867], [0.970, -2.495, 4.964], [0.666, 1.846, -0.425], [0.640, 2.576, -1.606], [-2.552, 0.757, -1.681], [2.313, -2.747, 4.692], [1.700, -1.560, -1.880], [0.842, 2.745, -4.207], [0.234, -1.667, 4.084], [2.167, -1.430, 2.642], [0.276, 2.557, 0.846], [-3.577, 0.292, -0.613], [0.236, -0.438, 1.808], [2.416, -0.864, 1.333], [1.174, -0.225, 0.834], [0.818, -1.164, 2.944], [2.932, -2.183, 3.556], [-1.824, -0.521, 0.808], [1.383, -0.083, -1.702], [-4.228, -1.012, -1.111], [1.294, 0.656, -2.873], [0.783, 3.799, -4.029], [-4.323, 1.082, -0.544], [2.760, -1.667, -2.115], [0.500, -2.835, 5.868], [-1.756, 0.030, -1.846], [0.441, 3.637, 0.753], [-0.046, 2.413, -4.730], [-3.064, 0.929, -2.613], [-3.496, -1.769, -1.404], [0.360, 3.642, -1.601], [-4.843, -1.466, -0.343], [-4.863, -0.835, -1.965], [1.134, -1.905, -2.749], [1.494, 0.170, -3.817], [-2.111, 1.721, -1.337], [-0.795, -1.480, 4.328], [-0.791, 2.435, 0.980], [2.938, -3.315, 5.380], [1.365, -2.184, -1.055], [1.746, 2.549, -4.809], [3.995, -2.364, 3.353], [0.766, 2.197, 1.762]], "mulliken_charge": [-0.425, -0.556, -0.656, -0.561, 1.063, 0.683, -0.702, 1.005, -0.688, -1.192, -0.459, -2.308, -1.539, -0.330, -0.372, -1.881, 0.430, 0.269, 0.074, 0.143, 0.349, -0.536, 0.643, 1.215, -1.409, -0.637, 0.416, 0.411, 0.354, 0.411, 0.207, 0.541, 0.282, 0.615, 0.276, 0.277, 0.358, 0.471, 0.607, 0.455, 0.150, 0.507, 0.250, 0.366, 0.331, 0.378, 0.445, 0.271], "smiles": "Cc1cc(C)c(C2=C(OC(=O)OC(C)C)c3ccccc3C2=O)c(C)c1", "gap_ev": 7.55, "e_tot_ha": -1152.4984, "homo_ev": -8.4011, "lumo_ev": -0.85}


Entry 7:
{"formula": "C3H12N2OP", "method": "ωB97M-V/def2-TZVPD", "symbols": ["P", "O", "N", "N", "C", "C", "C", "H", "H", "H", "H", "H", "H", "H", "H", "H", "H", "H", "H"], "positions_angstrom": [[-1.151, 0.695, 0.754], [0.763, 0.520, -0.067], [-1.905, -0.470, -0.168], [3.220, -0.777, 0.033], [-1.635, 2.093, -0.442], [1.976, 0.635, 0.435], [-2.131, -1.842, 0.254], [4.071, -0.369, 0.515], [2.571, 1.369, -0.166], [-1.973, -0.288, -1.134], [-1.201, -2.159, 0.592], [-1.114, 2.213, -1.352], [-2.756, 1.805, -0.724], [2.049, 0.374, 1.572], [3.386, -0.871, -0.946], [-1.640, 3.074, -0.006], [-2.849, -1.926, 1.004], [-2.583, -2.448, -0.568], [2.900, -1.627, 0.413]], "mulliken_charge": [0.178, -0.348, -0.163, -0.630, -0.936, -0.191, -0.894, 0.361, 0.349, 0.361, 0.331, 0.346, 0.298, 0.315, 0.309, 0.376, 0.310, 0.320, 0.308], "gap_ev": [6.59, 6.15], "s_squared": 2.006, "e_tot_ha": -647.1590, "charge": 1, "homo_ev": [-9.5007, -13.2832], "lumo_ev": [-2.92, -7.13], "multiplicity": 3}


Entry 8:
{"formula": "C2H6N2", "method": "ωB97M-V/def2-TZVPD", "symbols": ["N", "N", "C", "C", "H", "H", "H", "H", "H", "H"], "positions_angstrom": [[0.238, -0.494, 0.603], [-0.498, 0.188, -1.590], [0.473, 0.800, 1.229], [-0.324, -0.664, -0.623], [-0.471, 1.383, 1.544], [1.168, 0.491, 2.126], [-0.622, -1.682, -0.790], [1.076, 1.355, 0.521], [-0.092, 1.114, -1.411], [-0.131, -1.335, 1.285]], "mulliken_charge": [-0.278, -0.647, -0.860, 0.090, 0.241, 0.295, 0.336, 0.328, 0.214, 0.280], "smiles": "[H]/N=C\\NC", "gap_ev": 9.83, "e_tot_ha": -189.2747, "homo_ev": -9.0133, "lumo_ev": 0.82}


The evaluated max |F| for the records listed, in turn: 0.590; 2.079; 3.664; 3.592; 0.914; 3.793; 3.147; 4.500 eV/Å.